# C13H34O10S5V

A molecular structure, C13H34O10S5V at a distorted geometry (wB97M-V/def2-TZVPD, the Open Molecules 2025 dataset).

The geometry in XYZ format:
```
63
Properties=species:S:1:pos:R:3:forces:R:3:lowdin_spin:R:1
V -0.3318 0.2553 0.6870 2.455 0.233 -1.638 -0.006
S 3.1591 -0.1955 1.0803 1.870 -1.122 -0.250 0.000
S -1.1505 3.5540 1.2541 -0.844 -0.124 -1.381 0.000
S -2.5662 -0.4462 -2.5639 0.566 0.744 -2.753 0.248
S 0.3746 -3.3213 0.8189 -2.276 -0.067 -0.902 0.000
S 0.1577 0.2409 4.1468 -0.433 -0.224 0.441 0.000
O 2.4612 0.1381 -5.0492 0.717 2.580 2.053 0.000
O -0.7862 2.1148 1.5651 1.088 -1.058 -0.087 0.000
O 0.3140 -1.8539 0.3813 0.092 -0.765 0.425 0.000
O 0.0063 -0.4577 2.7964 -0.445 -0.035 0.403 0.000
O 1.7372 1.3241 -3.2771 -1.483 -0.938 -0.426 0.000
O 0.2881 0.5298 -0.8255 -1.935 -0.099 2.469 0.009
O -1.8495 -0.0878 0.5219 -0.733 -0.383 -0.373 0.008
O 3.6270 1.9933 -4.1794 -0.781 -1.619 -0.737 0.000
O -2.3923 1.0523 -2.5427 -0.071 -0.608 0.463 0.609
O 1.8289 0.4214 1.3203 -0.638 0.111 -0.125 0.000
C -0.9644 -4.1648 -0.1010 -0.670 -0.742 -0.728 0.000
C 0.2759 -1.1717 5.3790 -0.814 0.345 -1.033 0.000
C -0.6533 3.8405 -0.4881 0.154 0.623 0.579 0.000
C -2.9591 3.4052 1.1050 0.438 -0.035 0.797 0.000
C 3.2722 -1.9236 1.7453 -0.171 0.299 -0.140 0.000
C -4.0117 -0.7277 -3.6365 -1.187 -0.125 1.295 0.055
C 3.3395 -0.6221 -0.7002 -0.491 0.876 0.531 0.000
C -1.2850 -1.1122 -3.7322 0.019 -0.805 1.206 0.062
C -1.5654 0.6796 4.5060 -1.246 -0.213 0.199 0.000
C 2.5954 1.0689 -4.2602 1.037 -1.457 -1.904 0.000
C -0.4498 -3.5096 2.4253 1.191 0.226 0.229 0.000
C 1.9405 2.5947 -2.7635 -0.280 0.867 1.527 0.000
C 3.3201 2.9355 -3.1529 1.596 0.484 -0.780 0.000
H 1.1661 -1.7796 5.2172 0.153 0.458 -0.040 0.000
H 0.1787 -0.8333 6.4105 0.199 0.243 -0.185 0.000
H -1.3728 -0.7566 -4.7588 -0.031 0.770 0.378 0.006
H 3.9956 2.8364 -2.3033 0.377 -0.005 -0.305 0.000
H -0.3380 -0.9976 -3.2048 0.134 0.371 -0.408 0.000
H -4.1844 0.0882 -4.3383 0.715 -0.159 -0.191 0.003
H -3.9489 -1.7395 -4.0371 0.267 0.222 -0.253 0.004
H -1.3380 -5.0429 0.4258 0.252 0.174 0.642 0.000
H 4.1467 -1.3319 -0.8811 -0.153 -0.032 0.233 0.000
H 4.3187 -2.1880 1.8976 0.178 0.437 -0.177 0.000
H -4.8886 -0.7164 -2.9892 -0.030 -0.051 0.155 0.001
H -1.9036 0.8653 5.5255 0.852 -0.321 0.411 0.000
H -0.5107 -4.5423 2.7688 0.251 -0.202 -0.540 0.000
H -2.0017 1.5390 3.9970 0.963 0.126 -0.556 0.000
H 2.8215 -1.9413 2.7376 -0.254 0.053 -0.136 0.000
H -3.4490 4.3700 1.2367 0.058 0.043 -0.670 0.000
H -0.7608 -4.6183 -1.0710 0.990 0.488 -0.132 0.000
H 3.4149 3.9074 -3.6373 0.090 0.101 0.443 0.000
H 1.2879 3.3725 -3.1601 -0.702 -0.463 0.107 0.000
H -3.2321 2.7739 0.2595 -0.011 0.437 -0.112 0.000
H 2.3619 -0.9117 -1.0855 0.129 -0.271 0.063 0.000
H -1.4350 -3.0612 2.5537 0.322 0.427 -0.363 0.000
H -2.1374 -0.1721 4.1379 0.070 -0.194 0.008 0.000
H 0.3686 -3.0473 2.9772 -0.683 0.315 0.865 0.000
H 3.5987 0.3416 -1.1387 0.071 -0.095 -0.212 0.000
H -3.2104 2.8602 2.0148 0.042 -0.142 0.033 0.000
H -1.2256 3.3662 -1.2854 -0.037 -0.483 0.474 0.000
H 1.9111 2.4830 -1.6797 -0.606 0.347 -0.026 0.000
H -1.5076 -2.1777 -3.7884 -0.078 -0.155 0.274 0.000
H -0.6968 4.9149 -0.6663 -0.104 0.141 0.216 0.000
H -1.8377 -3.5400 -0.2882 0.215 0.533 0.488 0.000
H 2.8625 -2.6748 1.0701 -0.197 0.233 0.134 0.000
H 0.4048 3.5786 -0.4952 -0.130 -0.220 -0.120 0.000
H -0.5912 -1.7785 5.1184 -0.037 -0.096 0.144 0.000
```
Positions in Å, forces in eV/Å.

Summary:
Kohn-Sham gap (alpha / beta) (eV): 8.67 / 4.26
<S²>: 0.757
Multiplicity: 2
Net charge: +2